1.
Entry from OMol25: a cluster of 2 separate species, C5H9NO in total at a distorted geometry (ωB97M-V with the def2-TZVPD basis set).

The geometry in ORCA input format:
```
! RIJCOSX wB97M-V def2-TZVPD def2/J DEFGRID3
* xyz 0 1
H -2.69 1.66 1.24
H 3.62 1.02 -1.28
H -1.05 2.18 1.02
C 2.12 -0.52 -1.27
N 1.23 -1.15 -1.88
C 2.86 0.45 -0.83
H 1.25 -2.19 -1.86
H 2.68 0.67 0.20
H -0.22 -1.81 0.50
H -1.51 -1.18 -0.78
O -2.02 -1.12 1.31
H -1.82 1.37 -0.40
C -1.06 -1.17 0.30
C -1.79 1.42 0.69
H -0.42 0.34 1.89
C -1.17 0.03 1.15
*
```

relative energy (zero: lowest compared OMol25 entry of this formula, charge and spin)	414.8	kJ/mol
structure (SMILES)	C[C@@H]1CO1.C=C=N
HOMO-LUMO gap	10.163	eV

---

2.
Entry from OMol25: the molecule C20H18ClNO7S (ωB97M-V with the def2-TZVPD basis set).

The geometry in ORCA input format:
```
! RIJCOSX wB97M-V def2-TZVPD def2/J DEFGRID3
* xyz 0 1
C -0.08 -1.91 -4.61
S -1.96 -0.31 -3.23
C -0.80 0.19 2.36
O 1.29 -1.86 -2.01
H -2.09 -2.83 -4.50
H 5.22 -1.64 2.77
H -0.79 -3.81 -3.69
H -1.68 -1.40 -1.07
H -1.67 2.91 0.43
H 0.85 0.62 3.67
O -1.44 1.12 4.42
C -0.71 -1.63 -3.28
H 0.69 0.85 -3.39
H 5.59 -1.58 1.02
C 2.90 -0.43 2.36
C -1.82 1.59 -1.25
C -1.14 1.00 -2.30
C 0.18 1.30 -2.56
H -2.58 2.79 4.86
O -2.92 1.19 2.74
C -1.18 -0.39 1.16
C -1.10 -2.84 -4.06
C -0.24 -0.98 0.32
H 5.47 -0.07 1.99
C -2.37 1.79 5.25
H -2.86 1.35 -1.09
H -0.37 -1.26 -5.42
C 0.53 0.17 2.75
O -3.05 -0.78 -2.40
O 3.71 -1.04 1.49
C -1.16 2.46 -0.41
H 1.84 -1.46 0.07
C -1.84 0.88 3.17
C 0.86 2.16 -1.71
H 1.90 2.39 -1.88
N -0.68 -1.47 -0.91
H -1.91 1.86 6.23
H 0.96 -2.21 -4.60
C 1.10 -1.01 0.71
H -3.31 1.23 5.31
Cl 1.05 3.73 0.47
C 1.48 -0.43 1.92
O 3.28 0.07 3.39
H -2.23 -0.37 0.88
C 0.09 -1.68 -2.02
O -2.27 0.10 -4.57
C 0.19 2.72 -0.63
C 5.08 -1.08 1.85
*
```

structure (SMILES)	COC(=O)c1cc(NC(=O)C2(S(=O)(=O)c3ccc(Cl)cc3)CC2)cc(C(=O)OC)c1
HOMO-LUMO gap	9.094	eV

---

3.
Entry from OMol25: a structure of composition C51H40BrGeN5O4V at a distorted geometry (ωB97M-V with the def2-TZVPD basis set).

The geometry in ORCA input format:
```
! RIJCOSX wB97M-V def2-TZVPD def2/J DEFGRID3
* xyz -1 3
C -3.03 0.72 -3.06
O -0.88 6.05 5.37
C -0.03 2.73 3.07
H 0.82 -2.46 0.52
C 6.36 2.17 -0.35
C 6.16 3.52 -0.10
V -0.80 0.35 1.17
H 3.43 2.08 -3.10
H -0.65 -4.02 -0.50
O -0.39 -4.90 -0.15
N -1.19 -2.24 0.02
C 0.69 1.61 -5.01
H 4.49 -1.27 0.56
C -2.91 -1.64 -3.91
C 2.10 2.20 4.24
C -0.13 0.99 -4.09
H 3.48 -5.02 -1.18
H -3.00 -1.39 -1.46
C -0.67 -4.71 3.98
H 2.79 3.57 -0.10
C -3.53 -0.28 0.33
H -5.24 0.71 -4.55
H 7.01 4.18 0.03
H 4.92 -3.65 0.30
C 1.12 1.27 0.76
C -0.38 -3.58 1.87
C -4.73 -0.24 -4.59
N -1.01 2.02 2.49
C -4.57 2.07 1.67
C -0.51 -3.54 3.25
H -0.77 -4.67 5.06
Br -1.75 2.23 -1.13
H -4.95 2.95 2.16
H 0.33 1.78 -6.02
H -2.07 -2.46 0.52
O -3.09 5.79 5.03
C 3.39 0.33 3.55
C 3.97 1.80 -0.42
H -3.69 -1.27 0.79
C -3.29 1.64 1.86
H 2.71 -0.50 1.67
N -2.76 0.55 1.25
C -2.60 3.55 3.40
H 2.62 2.47 -5.38
C 4.87 4.01 -0.01
H 0.90 2.32 0.57
C 2.04 -2.00 -1.64
H -1.13 0.68 -4.36
C -3.42 -2.67 -4.67
C 0.32 0.76 -2.80
H -6.33 1.76 0.40
C -0.57 -5.99 1.94
C -0.45 -4.82 1.21
C -4.59 -2.50 -5.40
C 4.10 -3.19 -0.25
C 2.63 0.28 2.40
H -0.47 -2.57 3.74
H -0.79 -6.85 3.89
C -2.29 2.43 2.63
C -2.54 0.63 -1.82
H -6.16 -1.12 -5.92
Ge 2.34 0.71 -0.67
H 5.46 0.29 -0.75
C -0.27 3.88 3.79
C 1.31 2.08 3.10
H 0.50 4.48 4.24
C -3.57 -0.41 -3.84
H 1.79 2.92 4.99
H 1.63 -3.95 -2.41
C -5.35 1.37 0.66
C -1.89 5.55 4.85
C 5.28 1.33 -0.52
C -5.25 -1.27 -5.35
C 1.61 1.15 -2.41
C 3.31 -3.96 -1.08
H -5.45 -0.16 -0.78
H -0.31 0.24 -2.08
C -0.14 -2.34 1.04
C 3.79 3.16 -0.17
H 4.14 -0.44 3.70
H -0.61 -6.93 1.41
H 4.70 5.07 0.18
C 2.81 -1.20 -0.79
O -0.05 -1.17 1.82
C 2.27 -3.36 -1.78
C -2.58 -0.55 -0.89
H -3.01 1.68 -3.55
H 7.37 1.78 -0.43
N 1.70 1.22 2.12
H -3.62 3.87 3.55
H 3.79 1.47 5.34
C -1.59 4.30 3.98
H -2.90 -3.62 -4.71
C 3.18 1.36 4.45
C 3.85 -1.83 -0.11
C 1.97 1.99 -4.65
H 1.21 -1.56 -2.18
H -1.98 -1.77 -3.36
N -1.24 -0.85 -0.41
C -4.87 0.31 0.00
C -0.68 -5.93 3.32
C 2.43 1.76 -3.36
H -4.99 -3.31 -5.99
*
```

relative energy (zero: lowest compared OMol25 entry of this formula, charge and spin)	3.0	kJ/mol
HOMO-LUMO gap (spin up / spin down)	5.245 / 5.499	eV